*w*
{
  "formula": "C30H60Br6O12S6",
  "method": "the ωB97M-V functional and the def2-TZVPD basis",
  "symbols": ["O", "S", "O", "C", "C", "C", "C", "H", "H", "H", "H", "H", "H", "H", "H", "O", "S", "O", "C", "C", "C", "C", "H", "H", "H", "H", "H", "H", "H", "H", "O", "S", "O", "C", "C", "C", "C", "H", "H", "H", "H", "H", "H", "H", "H", "O", "S", "O", "C", "C", "C", "C", "H", "H", "H", "H", "H", "H", "H", "H", "O", "S", "O", "C", "C", "C", "C", "H", "H", "H", "H", "H", "H", "H", "H", "O", "S", "O", "C", "C", "C", "C", "H", "H", "H", "H", "H", "H", "H", "H", "Br", "C", "C", "Br", "H", "H", "H", "H", "Br", "C", "C", "Br", "H", "H", "H", "H", "Br", "C", "C", "Br", "H", "H", "H", "H"],
  "positions_angstrom": [[3.229, 2.378, 0.194], [2.676, 3.075, -0.993], [1.281, 3.340, -0.853], [3.628, 4.590, -1.157], [4.285, 4.346, -2.532], [4.448, 2.801, -2.755], [3.085, 2.269, -2.464], [4.340, 4.614, -0.300], [2.992, 5.446, -1.081], [3.568, 4.723, -3.354], [5.220, 4.848, -2.643], [5.223, 2.339, -2.105], [4.816, 2.479, -3.759], [3.000, 1.301, -2.084], [2.422, 2.540, -3.212], [-1.215, -1.947, -6.687], [-0.843, -2.061, -5.310], [-1.863, -2.367, -4.321], [0.478, -3.183, -5.044], [1.560, -2.419, -4.314], [1.559, -0.968, -4.895], [0.072, -0.537, -4.860], [0.841, -3.532, -6.012], [-0.005, -3.976, -4.500], [1.353, -2.312, -3.232], [2.495, -2.902, -4.279], [1.986, -1.059, -5.855], [2.141, -0.270, -4.355], [-0.148, 0.258, -5.591], [-0.185, -0.153, -3.858], [1.017, 0.539, 3.355], [2.208, 0.023, 3.975], [2.198, -0.821, 5.126], [3.209, -0.760, 2.742], [4.644, -0.095, 2.833], [4.782, 0.755, 4.158], [3.385, 1.359, 4.344], [2.796, -0.536, 1.686], [3.138, -1.800, 3.002], [5.468, -0.835, 2.766], [4.820, 0.587, 2.055], [5.433, 1.573, 3.984], [5.037, 0.180, 5.016], [3.171, 2.175, 3.667], [3.168, 1.758, 5.323], [-2.302, -1.545, 1.171], [-2.612, -2.355, 2.300], [-3.797, -3.184, 2.512], [-1.121, -3.304, 2.647], [-0.564, -2.738, 3.995], [-1.692, -2.108, 4.789], [-2.559, -1.341, 3.755], [-0.455, -3.091, 1.813], [-1.404, -4.348, 2.802], [-0.083, -3.550, 4.609], [0.254, -1.985, 3.882], [-1.367, -1.430, 5.567], [-2.373, -2.846, 5.272], [-2.028, -0.371, 3.666], [-3.602, -1.191, 4.088], [1.320, -1.321, -0.611], [0.344, -0.319, -0.985], [0.702, 0.688, -2.007], [-1.218, -1.022, -1.428], [-2.079, 0.228, -1.468], [-1.721, 1.072, -0.202], [-0.354, 0.598, 0.379], [-1.458, -1.707, -0.667], [-1.056, -1.403, -2.435], [-1.952, 0.737, -2.415], [-3.088, -0.154, -1.425], [-2.451, 0.899, 0.571], [-1.738, 2.120, -0.524], [-0.383, -0.085, 1.271], [0.378, 1.400, 0.627], [1.676, 3.890, 4.511], [0.767, 4.896, 4.027], [1.168, 6.265, 4.150], [0.332, 4.301, 2.325], [-0.875, 3.364, 2.551], [-1.840, 4.184, 3.507], [-0.860, 4.549, 4.736], [1.226, 3.770, 2.052], [0.260, 5.175, 1.666], [-1.412, 3.091, 1.632], [-0.444, 2.455, 3.075], [-2.723, 3.628, 3.810], [-2.150, 5.093, 2.985], [-0.775, 3.660, 5.358], [-1.168, 5.442, 5.302], [-0.157, -4.687, -0.953], [1.245, -4.810, 0.431], [0.982, -5.870, 1.449], [1.246, -7.741, 0.776], [1.350, -3.869, 0.958], [2.191, -4.893, -0.089], [0.001, -5.833, 1.818], [1.738, -5.809, 2.217], [-5.898, -0.092, -7.294], [-4.076, 0.008, -6.682], [-3.992, 0.174, -5.202], [-3.399, 2.047, -4.841], [-3.715, 0.912, -7.209], [-3.415, -0.820, -6.986], [-3.133, -0.321, -4.831], [-4.933, 0.087, -4.605], [-6.689, -1.090, 1.238], [-6.302, -1.612, -0.578], [-5.146, -2.513, -0.480], [-4.429, -2.899, -2.209], [-6.093, -0.727, -1.132], [-7.265, -1.966, -0.938], [-5.385, -3.507, -0.052], [-4.360, -2.037, 0.135]],
  "smiles": "O=S1(=O)CCCC1.O=S1(=O)CCCC1.O=S1(=O)CCCC1.O=S1(=O)CCCC1.O=S1(=O)CCCC1.O=S1(=O)CCCC1.BrCCBr.BrCCBr.BrCCBr",
  "e_homo_ev": -9.809
}

---

*x*
{
  "formula": "C30H60Br6O12S6",
  "method": "the ωB97M-V functional and the def2-TZVPD basis",
  "symbols": ["O", "S", "O", "C", "C", "C", "C", "H", "H", "H", "H", "H", "H", "H", "H", "O", "S", "O", "C", "C", "C", "C", "H", "H", "H", "H", "H", "H", "H", "H", "O", "S", "O", "C", "C", "C", "C", "H", "H", "H", "H", "H", "H", "H", "H", "O", "S", "O", "C", "C", "C", "C", "H", "H", "H", "H", "H", "H", "H", "H", "O", "S", "O", "C", "C", "C", "C", "H", "H", "H", "H", "H", "H", "H", "H", "O", "S", "O", "C", "C", "C", "C", "H", "H", "H", "H", "H", "H", "H", "H", "Br", "C", "C", "Br", "H", "H", "H", "H", "Br", "C", "C", "Br", "H", "H", "H", "H", "Br", "C", "C", "Br", "H", "H", "H", "H"],
  "positions_angstrom": [[0.100, 0.272, -5.750], [0.809, 1.261, -4.964], [1.197, 0.954, -3.593], [2.232, 1.906, -5.844], [2.195, 3.474, -5.561], [0.702, 3.815, -5.693], [-0.143, 2.827, -4.919], [2.056, 1.638, -6.870], [2.983, 1.357, -5.325], [2.647, 3.705, -4.648], [2.734, 3.993, -6.372], [0.431, 3.828, -6.742], [0.510, 4.813, -5.288], [-1.130, 2.698, -5.351], [-0.180, 3.111, -3.866], [-5.023, -3.613, 0.456], [-6.423, -3.264, 0.336], [-7.306, -3.168, 1.474], [-6.504, -1.826, -0.806], [-6.652, -2.499, -2.238], [-6.296, -3.994, -2.170], [-6.969, -4.481, -0.867], [-5.630, -1.180, -0.617], [-7.398, -1.233, -0.646], [-7.688, -2.447, -2.536], [-5.991, -1.899, -2.884], [-5.215, -4.178, -2.081], [-6.659, -4.536, -2.987], [-6.839, -5.522, -0.552], [-8.041, -4.410, -1.074], [4.220, -0.092, 4.385], [4.010, 1.047, 3.488], [4.954, 1.396, 2.450], [2.269, 1.105, 2.742], [1.296, 1.736, 3.719], [2.129, 2.217, 4.984], [3.618, 2.434, 4.535], [2.062, 0.054, 2.522], [2.319, 1.664, 1.841], [0.935, 2.545, 3.148], [0.535, 1.008, 4.104], [2.044, 1.347, 5.595], [1.682, 3.118, 5.426], [4.212, 2.417, 5.418], [3.666, 3.300, 3.950], [-1.184, -2.300, 4.360], [-1.571, -1.400, 3.302], [-0.559, -0.877, 2.450], [-2.961, -2.017, 2.334], [-4.160, -1.572, 3.097], [-3.898, -0.088, 3.319], [-2.513, -0.038, 4.046], [-3.053, -3.079, 2.054], [-2.915, -1.362, 1.409], [-5.031, -1.729, 2.415], [-4.478, -2.079, 4.031], [-4.703, 0.320, 3.966], [-3.837, 0.411, 2.366], [-2.723, -0.260, 5.015], [-2.059, 0.921, 3.894], [2.551, 3.808, 0.685], [3.203, 3.495, -0.545], [2.798, 4.182, -1.733], [4.986, 3.596, -0.323], [5.608, 2.376, -1.021], [4.484, 1.592, -1.689], [3.124, 1.851, -0.999], [5.196, 3.486, 0.739], [5.381, 4.621, -0.587], [6.253, 2.601, -1.920], [6.240, 1.805, -0.331], [4.764, 0.571, -1.762], [4.342, 1.999, -2.697], [3.012, 1.186, -0.081], [2.327, 1.657, -1.688], [-3.462, 0.342, -0.783], [-2.527, 1.420, -1.156], [-2.607, 1.877, -2.512], [-2.561, 2.766, 0.035], [-1.320, 2.628, 0.876], [-0.204, 2.167, -0.050], [-0.783, 0.977, -0.892], [-3.533, 2.638, 0.537], [-2.407, 3.701, -0.526], [-1.007, 3.559, 1.331], [-1.428, 1.875, 1.690], [0.609, 1.733, 0.480], [0.178, 2.931, -0.774], [-0.866, 0.048, -0.257], [-0.352, 0.754, -1.868], [3.200, -4.223, 4.177], [2.023, -3.619, 5.662], [2.811, -2.526, 6.321], [1.857, -2.047, 7.916], [1.856, -4.530, 6.157], [1.134, -3.336, 5.143], [2.994, -1.755, 5.578], [3.767, -2.888, 6.686], [-0.557, -3.565, 0.155], [1.385, -2.988, 0.416], [1.687, -2.065, -0.699], [3.588, -1.847, -0.823], [1.984, -3.887, 0.483], [1.370, -2.539, 1.389], [1.186, -1.102, -0.567], [1.341, -2.363, -1.688], [0.300, -4.345, -3.384], [1.698, -3.863, -4.613], [1.763, -2.309, -4.583], [3.051, -1.685, -5.953], [1.376, -4.247, -5.566], [2.578, -4.321, -4.277], [2.038, -1.804, -3.668], [0.759, -1.937, -4.823]],
  "smiles": "O=S1(=O)CCCC1.O=S1(=O)CCCC1.O=S1(=O)CCCC1.O=S1(=O)CCCC1.O=S1(=O)CCCC1.O=S1(=O)CCCC1.BrCCBr.BrCCBr.BrCCBr",
  "e_homo_ev": -9.784
}

---

Of them, *x* has the highest stability.

---

*w*
{
  "formula": "CH6OSi",
  "method": "the ωB97M-V functional and the def2-TZVPD basis",
  "symbols": ["C", "O", "Si", "H", "H", "H", "H", "H", "H"],
  "positions_angstrom": [[1.271, -0.064, -0.045], [0.039, -0.691, 0.067], [-1.472, -0.008, -0.062], [1.169, 0.995, -0.187], [1.796, -0.494, -0.755], [1.941, -0.391, 1.346], [-1.901, -0.339, 1.316], [-1.710, -0.471, -1.381], [-1.133, 1.462, -0.300]],
  "e_homo_ev": -9.478
}

---

*x*
{
  "formula": "CH6OSi",
  "method": "the ωB97M-V functional and the def2-TZVPD basis",
  "symbols": ["C", "O", "Si", "H", "H", "H", "H", "H", "H"],
  "positions_angstrom": [[1.442, 0.195, 0.053], [0.130, 0.435, 0.447], [-1.303, -0.186, 0.035], [2.150, 0.341, 0.939], [1.708, 0.903, -0.735], [1.575, -0.808, -0.503], [-2.222, 0.843, 0.730], [-1.813, -1.458, 0.508], [-1.668, -0.265, -1.475]],
  "smiles": "CO[SiH3]",
  "e_homo_ev": -10.600
}

---

Of them, *x* has the highest stability.